(1)
{"formula": "C3H9N2", "method": "the ωB97M-V functional and the def2-TZVPD basis", "e_tot_ev": -6230.3562, "orbital_gap_ev": 11.6, "smiles": "CC/[NH+]=C/N", "total_charge": 1, "homo_ev": -15.38, "lumo_energy_ev": -3.75, "elements": ["C", "C", "N", "C", "N", "H", "H", "H", "H", "H", "H", "H", "H", "H"], "xyz": [[1.88093, -1.01510, 0.79984], [1.42947, -0.05207, -0.29853], [0.05102, 0.43719, -0.05503], [-1.16154, -0.01181, -0.21606], [-2.28150, 0.68684, -0.29378], [1.75711, -2.09067, 0.64566], [2.94894, -0.83350, 0.93215], [1.45857, -0.77851, 1.77764], [2.05195, 0.84694, -0.26464], [1.57784, -0.56657, -1.23292], [-0.11467, 1.43019, 0.11758], [-1.32487, -1.05907, -0.45581], [-3.08188, 0.18341, -0.64624], [-2.54907, 1.61620, -0.00081]]}

---

(2)
{"formula": "C3H9N2", "method": "the ωB97M-V functional and the def2-TZVPD basis", "e_tot_ev": -6228.1012, "orbital_gap_ev": 9.0, "smiles": "C/C([NH3+])=C\\N", "total_charge": 1, "homo_ev": -12.82, "lumo_energy_ev": -3.79, "elements": ["C", "C", "N", "C", "N", "H", "H", "H", "H", "H", "H", "H", "H", "H"], "xyz": [[0.55530, -1.63839, -0.08651], [-0.06961, -0.29697, 0.04196], [-0.82315, 0.00301, 1.40711], [-0.12469, 0.84505, -0.69792], [0.70874, 1.71953, -1.45735], [0.28148, -2.25977, 0.74152], [1.69802, -1.49383, 0.04409], [0.16038, -2.15497, -0.98491], [-0.05060, -0.10114, 2.14327], [-1.62545, -0.61179, 1.62338], [-1.18011, 1.02203, 1.68632], [-1.13332, 1.15342, -0.60227], [0.27883, 2.54467, -1.76357], [1.32418, 1.26916, -2.09513]]}

---

(3)
{"formula": "C3H9N2O", "method": "the ωB97M-V functional and the def2-TZVPD basis", "e_tot_ev": -8283.4623, "orbital_gap_ev": 7.0, "total_charge": -1, "homo_ev": -2.71, "lumo_energy_ev": 4.25, "elements": ["C", "N", "C", "O", "H", "H", "H", "H", "H", "H", "C", "N", "H", "H", "H"], "xyz": [[0.54507, 1.28417, 1.78346], [-0.45947, 1.75722, 0.84202], [0.08814, 1.73229, -0.56657], [0.42413, 0.53268, -1.02775], [1.20924, 0.54488, 1.32486], [0.08583, 0.83162, 2.66781], [1.14493, 2.11787, 2.15878], [-1.20626, 1.06873, 0.83875], [0.94155, 2.45834, -0.50552], [-0.70898, 2.24147, -1.15993], [-0.09583, -2.36170, -0.96685], [-0.72329, -3.13179, -0.17849], [-0.43836, -1.33692, -1.13075], [0.83621, -2.66019, -1.46020], [-0.23935, -4.02568, -0.07666]]}

---

(4)
{"formula": "C3H9N2O", "method": "the ωB97M-V functional and the def2-TZVPD basis", "e_tot_ev": -8272.8417, "orbital_gap_ev": 11.8, "total_charge": 1, "homo_ev": -15.68, "lumo_energy_ev": -3.88, "elements": ["C", "C", "C", "N", "N", "O", "H", "H", "H", "H", "H", "H", "H", "H", "H"], "xyz": [[0.81607, -0.21112, 1.15885], [0.72512, 1.09000, -1.12319], [0.89664, -1.24061, -1.13545], [-0.37639, -0.15459, 0.70164], [0.53897, -0.08516, -0.38057], [-2.15478, 0.50989, 2.28981], [-1.67648, 0.40461, 3.07180], [1.74732, 1.05069, -1.64876], [0.02199, 1.34411, -1.85096], [0.97826, 1.84367, -0.41914], [0.45046, -1.36864, -2.07911], [1.86212, -1.08389, -1.41308], [0.55764, -2.16839, -0.64314], [-1.31619, -0.05068, 1.13091], [-3.07076, 0.12011, 2.34039]]}

---

(5)
{"formula": "C3H9N2O", "method": "the ωB97M-V functional and the def2-TZVPD basis", "e_tot_ev": -8276.6399, "orbital_gap_ev": 8.4, "total_charge": 1, "homo_ev": -13.50, "lumo_energy_ev": -5.12, "elements": ["C", "C", "C", "N", "N", "O", "H", "H", "H", "H", "H", "H", "H", "H", "H"], "xyz": [[-1.68039, -0.95374, 1.72010], [1.81807, 0.68383, 0.18337], [0.70292, 0.37366, -0.76105], [0.91684, 0.56678, -2.05790], [-0.40029, -0.11499, -0.25575], [-2.80748, -0.47248, 1.41067], [-1.32297, -1.91634, 1.37624], [1.43189, 0.79464, 1.19128], [2.33665, 1.59271, -0.10794], [2.53738, -0.13479, 0.18023], [0.22436, 0.35553, -2.75923], [1.81194, 0.89521, -2.37769], [-3.33954, -0.96300, 0.75078], [-1.10574, -0.38942, 2.44642], [-1.12364, -0.31759, -0.93954]]}

---

(6)
{"formula": "C3H9N2O", "method": "the ωB97M-V functional and the def2-TZVPD basis", "e_tot_ev": -8275.9375, "orbital_gap_ev": 9.3, "total_charge": 1, "homo_ev": -13.72, "lumo_energy_ev": -4.45, "elements": ["C", "C", "C", "N", "N", "O", "H", "H", "H", "H", "H", "H", "H", "H", "H"], "xyz": [[0.98514, 0.70983, -0.78627], [0.98429, -0.71190, 0.83910], [0.22662, -0.59234, -0.47563], [-0.53063, -1.50480, -1.00010], [1.90078, 0.31793, 0.37610], [-1.71600, 0.91116, 0.49574], [1.51007, 0.72021, -1.68764], [0.30470, 1.58982, -0.64368], [0.50022, -0.49593, 1.70452], [1.52848, -1.70123, 1.01059], [-0.89800, -1.31583, -1.87856], [-0.78154, -2.39137, -0.41175], [2.19487, 1.13636, 0.87933], [-2.58781, 0.77521, 0.86761], [-1.37221, 1.81312, 0.39546]]}

---

(7)
{"formula": "C3H9N2O", "method": "the ωB97M-V functional and the def2-TZVPD basis", "e_tot_ev": -8271.6327, "orbital_gap_ev": 6.8, "total_charge": 1, "homo_ev": -14.14, "lumo_energy_ev": -7.39, "elements": ["C", "C", "C", "N", "N", "O", "H", "H", "H", "H", "H", "H", "H", "H", "H"], "xyz": [[1.96455, -0.97127, -0.61338], [-2.38104, 0.10332, -1.16399], [1.30897, 0.13330, -0.02380], [-1.38838, -0.51944, 0.77170], [-2.50664, -0.32683, 0.24271], [-3.57267, -0.41808, 0.84331], [1.45257, -1.93026, -0.41838], [2.18034, -0.98227, -1.63391], [2.97358, -0.89481, -0.02325], [-1.41852, 0.48237, -1.44099], [-3.16812, 0.91340, -1.13170], [-2.47088, -0.84242, -1.77420], [0.87503, 0.77361, -0.75467], [1.17849, 0.27125, 1.05613], [-1.47920, -0.58660, 1.80610]]}

---

(8)
{"formula": "C3H9N2O", "method": "the ωB97M-V functional and the def2-TZVPD basis", "e_tot_ev": -8272.6999, "orbital_gap_ev": 11.1, "total_charge": 1, "homo_ev": -15.31, "lumo_energy_ev": -4.25, "elements": ["C", "C", "C", "N", "N", "O", "H", "H", "H", "H", "H", "H", "H", "H", "H"], "xyz": [[1.84872, 0.12349, 0.19134], [-0.17014, 0.49318, -0.96971], [0.28428, -1.61343, 0.18674], [-0.23414, 0.41828, 1.39249], [0.44007, -0.13327, 0.27329], [2.46527, 0.60475, -0.64894], [2.52791, -0.21518, 1.75560], [-1.18173, 0.16823, -0.99052], [-0.22657, 1.58614, -0.93196], [0.43415, 0.42098, -1.77346], [0.71813, -1.97193, -0.73788], [0.77480, -1.91498, 1.05252], [-0.72325, -1.67962, 0.03853], [0.24434, 1.11711, 1.97190], [-0.80710, -0.35299, 1.85170]]}

---

(9)
{"formula": "C3H9N2O2", "method": "the ωB97M-V functional and the def2-TZVPD basis", "e_tot_ev": -10320.1374, "orbital_gap_ev": 11.1, "total_charge": 1, "homo_ev": -15.28, "lumo_energy_ev": -4.22, "elements": ["C", "C", "C", "N", "N", "O", "O", "H", "H", "H", "H", "H", "H", "H", "H", "H"], "xyz": [[-1.00636, 0.55419, 0.00233], [1.37218, 1.27331, 0.38265], [0.66592, -0.62521, -0.97996], [-1.97856, -0.97266, 0.55331], [0.36695, 0.13693, 0.22240], [-1.46635, 1.54555, -0.33587], [0.46091, -0.70481, 1.31279], [2.25730, 1.39139, -0.22425], [0.96994, 2.20931, 0.00710], [1.54035, 1.26391, 1.39303], [0.84527, -0.07000, -1.82462], [1.61360, -1.19669, -1.02699], [-0.17274, -1.20139, -1.12978], [-2.25878, -1.55562, -0.18511], [-2.93697, -0.64299, 0.57186], [-0.27265, -1.40522, 1.26111]]}

---

(10)
{"formula": "C3H9N2O2", "method": "the ωB97M-V functional and the def2-TZVPD basis", "e_tot_ev": -10315.4213, "orbital_gap_ev": [7.0, 7.0], "total_charge": 1, "homo_ev": [-13.67, -13.66], "lumo_energy_ev": [-6.66, -6.70], "elements": ["C", "C", "C", "N", "N", "O", "O", "H", "H", "H", "H", "H", "H", "H", "H", "H"], "xyz": [[1.22805, 1.23488, -0.95998], [-0.86863, 0.09899, -1.04151], [0.49488, 0.01239, -0.42540], [-1.35161, -1.16664, 0.84449], [0.52070, 0.02627, 1.06515], [-2.44726, -0.71204, 1.40453], [1.52627, -0.82421, 1.47220], [2.37150, 0.94789, -1.04760], [0.96832, 1.46443, -1.92259], [1.11864, 1.97904, -0.08558], [-1.35240, 1.01160, -0.71272], [-1.28712, -0.88358, -0.21890], [-0.99920, -0.25739, -1.99841], [1.05201, -0.81561, -0.72454], [-2.69880, -1.42725, 1.96134], [1.72464, -0.68877, 2.38951]]}

---

(11)
{"formula": "C3H9N2O2", "method": "the ωB97M-V functional and the def2-TZVPD basis", "e_tot_ev": -10322.6540, "orbital_gap_ev": 10.9, "smiles": "COC(=[NH2+])CON", "total_charge": 1, "homo_ev": -14.87, "lumo_energy_ev": -3.99, "elements": ["C", "O", "C", "N", "C", "O", "N", "H", "H", "H", "H", "H", "H", "H", "H", "H"], "xyz": [[0.90488, 1.76227, -0.07163], [1.41173, 0.35746, -0.10046], [0.62627, -0.57971, 0.37430], [1.04079, -1.72545, -0.11924], [-0.75142, -0.46093, 1.11667], [-1.57156, 0.32006, 0.37417], [-1.33375, -0.02038, -1.00652], [1.80437, 2.29658, 0.37169], [0.00951, 1.69120, 0.51745], [0.76066, 1.90768, -1.09310], [1.69288, -1.83700, -0.82733], [0.53605, -2.59979, 0.04331], [-1.09608, -1.46643, 1.31597], [-0.59244, 0.07757, 2.00772], [-1.33346, 0.85179, -1.50822], [-2.10842, -0.57491, -1.39477]]}

---

(12)
{"formula": "C3H9N2O2S", "method": "the ωB97M-V functional and the def2-TZVPD basis", "e_tot_ev": -21169.6191, "orbital_gap_ev": 6.7, "total_charge": -1, "homo_ev": -3.10, "lumo_energy_ev": 3.62, "elements": ["C", "C", "S", "N", "C", "N", "O", "H", "H", "H", "H", "H", "H", "H", "H", "H", "O"], "xyz": [[1.03267, -0.77313, -0.00465], [-0.15865, -1.40431, 0.74948], [0.20999, -1.33590, 2.56324], [0.80811, -0.59631, -1.45044], [0.27933, 0.50305, -2.01735], [0.07456, 1.57628, -1.19885], [-0.01791, 0.55709, -3.20732], [1.38430, 0.14268, 0.47498], [1.89749, -1.43144, 0.10284], [-1.02357, -0.76684, 0.55382], [-0.23428, -2.41667, 0.34979], [0.74138, -1.44776, -1.98092], [0.31395, 1.56024, -0.22315], [-0.05833, 2.47271, -1.63439], [-1.07867, 1.02749, 1.87606], [-2.33744, 0.84982, 2.77813], [-1.83293, 1.48298, 2.26875]]}

---

(13)
{"formula": "C3H9N2O2S", "method": "the ωB97M-V functional and the def2-TZVPD basis", "e_tot_ev": -21167.8024, "orbital_gap_ev": 7.4, "total_charge": -1, "homo_ev": -3.56, "lumo_energy_ev": 3.86, "elements": ["C", "C", "C", "N", "N", "O", "O", "S", "H", "H", "H", "H", "H", "H", "H", "H", "H"], "xyz": [[-2.16279, -0.54585, -1.01424], [-1.53709, -0.05497, 0.28265], [-0.10287, -0.53043, 0.43221], [1.10267, 1.58029, 0.41121], [0.93172, 0.38050, -0.32413], [2.76818, -0.70081, 1.18821], [3.43852, 0.51120, -0.84847], [2.55525, -0.53827, -0.28199], [-3.19867, -0.21159, -1.10533], [-1.59657, -0.16602, -1.85923], [-2.14673, -1.63370, -1.05045], [-2.11614, -0.43321, 1.13438], [-1.54856, 1.03522, 0.31821], [0.20249, -0.54837, 1.48412], [0.04495, -1.52052, 0.00235], [1.85472, 2.04922, -0.09646], [1.51091, 1.32728, 1.32694]]}

---

(14)
{"formula": "C3H9N2O3", "method": "the ωB97M-V functional and the def2-TZVPD basis", "e_tot_ev": -12367.2058, "orbital_gap_ev": 10.6, "total_charge": 1, "homo_ev": -15.09, "lumo_energy_ev": -4.52, "elements": ["C", "C", "C", "N", "N", "O", "O", "O", "H", "H", "H", "H", "H", "H", "H", "H", "H"], "xyz": [[-2.27844, -0.44804, -1.31790], [-1.24675, 0.51113, -0.60255], [-0.63458, -0.05675, 0.65005], [2.24747, 0.45111, -0.08447], [1.54386, -0.35676, 0.45144], [-0.45375, 0.63046, 1.76243], [3.56795, 0.48056, 0.06558], [1.79546, -1.30598, 1.35239], [-1.73747, -1.20652, -1.86509], [-2.80214, -1.02127, -0.58128], [-2.95140, 0.13608, -2.01106], [-0.41776, 0.95489, -1.26978], [-1.72364, 1.37487, -0.15657], [-0.81963, -1.12384, 1.02162], [-0.45194, 1.62153, 1.63879], [3.83956, 1.26960, -0.42075], [2.52320, -1.91108, 1.36714]]}

---

(15)
{"formula": "C3H9N2OP", "method": "the ωB97M-V functional and the def2-TZVPD basis", "e_tot_ev": -17573.5612, "orbital_gap_ev": 9.2, "smiles": "C[C@@H]1CNP(O)N1", "homo_ev": -8.20, "lumo_energy_ev": 1.03, "elements": ["C", "C", "C", "N", "P", "O", "N", "H", "H", "H", "H", "H", "H", "H", "H", "H"], "xyz": [[0.53388, -0.44824, -1.85305], [0.10731, 0.47564, -0.69508], [1.11381, 0.51546, 0.45976], [0.22740, 0.72098, 1.64617], [-1.36773, 0.38303, 1.43358], [-1.63066, -1.05081, 2.17509], [-1.09497, -0.14133, -0.15346], [0.37214, -1.43289, -1.54172], [1.53677, -0.15287, -2.17352], [-0.17370, -0.24439, -2.56563], [-0.02901, 1.36454, -1.22840], [1.69428, -0.46262, 0.44780], [1.66545, 1.51354, 0.47738], [0.62178, 0.80682, 2.54860], [-1.74290, -1.86914, 1.73300], [-1.83385, 0.02228, -0.71053]]}

---

(16)
{"formula": "C3H9N2OP", "method": "the ωB97M-V functional and the def2-TZVPD basis", "e_tot_ev": -17568.1088, "orbital_gap_ev": 8.7, "smiles": "[O-][NH2+][P@H]1=NCCC1", "homo_ev": -8.27, "lumo_energy_ev": 0.39, "elements": ["O", "N", "P", "N", "C", "C", "C", "H", "H", "H", "H", "H", "H", "H", "H", "H"], "xyz": [[2.26161, -0.83589, 0.46631], [2.24842, 0.48266, 0.45143], [0.79475, 0.70120, -0.93059], [0.72597, -0.80306, -1.34029], [-0.41069, -1.52332, -0.67923], [-1.03679, -0.51805, 0.48347], [-0.76413, 0.92037, 0.08479], [3.21835, 0.94815, 0.28976], [1.90348, 0.88800, 1.42364], [0.82415, 1.70297, -1.97444], [-0.01696, -2.35473, -0.03034], [-1.23867, -1.85979, -1.43548], [-2.15023, -0.73048, 0.58043], [-0.42886, -0.89692, 1.27326], [-1.56029, 1.45260, -0.50609], [-0.74932, 1.47242, 1.02334]]}